2 unconnected molecules or ions with the total composition C4H12, computed with the ωB97M-V functional and the def2-TZVPD basis.

```
16
Properties=species:S:1:pos:R:3:forces:R:3:lowdin_charge:R:1
C 0.390389 1.839090 -2.133215 -2.71 -3.20 -3.00 -0.126
C 0.090022 -1.308921 2.383728 -0.39 0.09 -1.09 -0.002
C 0.341638 -1.832597 1.057050 -3.12 -2.61 0.34 -0.047
C -0.873774 1.383206 -1.298925 1.21 -2.96 -2.56 -0.130
H -0.471304 -1.740033 0.257332 0.82 0.43 0.81 0.149
H -0.822956 0.248924 -1.336192 -0.13 1.02 0.40 0.054
H -1.940007 1.557057 -1.452070 0.50 0.91 -0.77 0.073
H 1.087518 -1.289701 2.817297 0.22 -0.63 1.54 0.135
H 1.119502 -1.201824 0.631970 1.37 0.87 -1.04 0.179
H -0.435372 -0.352762 2.457149 -0.42 -0.26 0.01 0.120
H 0.743152 -2.891093 1.072261 0.29 1.19 -0.02 0.150
H 1.209905 2.128626 -1.619237 2.04 1.62 2.35 0.014
H 0.860400 0.947870 -2.675240 -1.05 0.89 0.35 0.087
H -0.581158 1.692642 -0.389403 0.18 0.86 3.80 -0.006
H 0.138171 2.521418 -2.906697 -0.01 0.83 -0.55 0.052
H -0.597503 -2.105796 3.091005 1.21 0.96 -0.58 0.295
```
Positions in Å, forces in eV/Å.

Multiplicity: 2
Kohn-Sham gap (spin up / spin down): 10.77 / 2.63 eV
E_LUMO (spin up / spin down): -3.70 / -11.82 eV
Net charge: +1
HOMO level (spin up / spin down): -14.47 / -14.45 eV



2 unconnected molecules or ions with the total composition C4H12, computed with the ωB97M-V functional and the def2-TZVPD basis.

```
16
Properties=species:S:1:pos:R:3:forces:R:3:lowdin_charge:R:1
C -1.450017 -1.797651 -1.730815 0.63 -0.16 0.35 -0.082
C -0.493328 -0.680745 -1.501403 -0.67 0.10 -0.67 -0.096
C 0.857272 1.933924 1.342032 -0.55 -0.24 -0.86 -0.083
C 1.058189 0.544965 1.862376 0.07 1.52 0.49 -0.072
H -1.079990 0.179230 -1.092508 0.34 -0.03 0.30 0.128
H -0.818607 -2.681000 -2.003517 -0.07 -0.07 -0.03 0.140
H 1.365797 2.803870 1.801865 0.00 -0.07 0.20 0.131
H -0.211403 2.225438 1.444747 0.11 0.04 0.24 0.124
H -2.042863 -1.717661 -2.651227 -0.15 0.08 0.00 0.118
H 0.531540 0.377149 2.797777 -0.17 -0.33 -0.23 0.096
H 0.299888 -0.865070 -0.743642 -0.06 0.16 0.34 0.097
H 0.014735 -0.404361 -2.420238 0.18 0.01 -0.03 0.096
H 1.174689 1.979259 0.288820 0.19 0.08 0.20 0.100
H 2.153737 0.517970 2.055663 0.15 -0.51 -0.31 0.141
H -2.053023 -2.040282 -0.861898 -0.17 0.02 -0.13 0.090
H 0.862985 -0.193024 1.075824 0.18 -0.61 0.12 0.072
```
Positions in Å, forces in eV/Å.

Multiplicity: 2
Kohn-Sham gap (spin up / spin down): 14.13 / 3.45 eV
E_LUMO (spin up / spin down): -2.81 / -11.51 eV
Net charge: +1
HOMO level (spin up / spin down): -16.95 / -14.96 eV



A molecular structure, C4H12BeN4O16, computed with the ωB97M-V functional and the def2-TZVPD basis.

```
37
Properties=species:S:1:pos:R:3:forces:R:3:lowdin_charge:R:1
O -3.059031 -1.849174 -1.736682 -1.36 1.61 0.15 -0.029
O -2.479861 1.075096 -0.065072 1.73 0.44 0.74 -0.117
O -1.004721 2.856086 -3.424562 -0.29 1.60 -1.05 -0.031
O -0.076981 4.577606 -0.459862 -0.56 1.65 -2.34 -0.045
O -0.226501 1.433126 -2.122402 1.49 -1.20 1.09 -0.090
O 0.074619 4.677646 1.620468 -0.11 2.23 3.87 -0.107
O -0.367911 2.846116 0.679698 -0.93 -2.68 0.92 -0.090
O 0.629039 1.692286 -4.103512 2.65 -0.95 -1.51 -0.098
O -1.943311 -3.561824 -1.799152 2.63 -2.76 0.29 -0.114
O -3.231721 2.488316 -1.569302 0.26 0.75 0.19 -0.039
O 0.459599 -2.034554 0.844308 -0.22 0.13 1.47 -0.147
O -4.424781 0.968976 -0.704112 -4.91 -1.32 0.05 -0.084
O -0.993601 -1.618634 -1.300382 1.43 -1.02 0.14 -0.079
O 2.385979 0.731986 1.212268 0.03 -0.23 -2.26 -0.095
O -0.919471 -0.141574 2.330408 -0.10 -0.98 -1.06 -0.104
O 2.077199 -0.525364 -1.364392 0.03 -0.35 2.02 -0.082
N -0.141111 2.022106 -3.219912 -3.08 0.01 1.63 -0.649
N -1.956081 -2.349464 -1.591242 -2.48 1.73 -0.65 -0.650
N -0.206971 4.052576 0.625798 2.30 -1.28 -1.96 -0.697
N -3.389951 1.560086 -0.779542 2.66 -0.41 -0.38 -0.658
C 3.246789 -0.372954 0.783168 -0.50 0.83 3.70 -0.282
C -1.538861 -1.440374 2.166698 0.61 -0.47 1.13 -0.207
C -0.464471 -2.532384 1.888218 0.84 0.64 -1.22 -0.183
C 3.332019 -0.625604 -0.632292 -0.66 0.45 -4.25 -0.253
Be 0.235029 0.321246 0.080908 -0.91 0.90 -0.95 0.802
H 2.405919 0.798136 2.169768 -0.10 -0.13 0.58 0.061
H 2.139829 -0.317234 -2.299462 0.09 0.44 -0.19 0.089
H -2.018511 -1.579904 3.135498 0.01 -0.86 0.28 0.096
H 2.926149 -1.182784 1.438508 0.16 -0.59 -0.55 0.101
H -1.073641 0.092526 3.248578 0.13 0.52 -0.03 0.075
H 0.541629 -2.671104 0.130398 -0.59 0.12 -0.53 0.068
H -0.860351 -3.497354 1.571648 -0.59 0.22 -0.29 0.105
H 0.217129 -2.807144 2.693228 -0.33 0.57 0.71 0.084
H 4.063099 0.058666 -1.062852 -0.20 0.66 -0.10 0.112
H -2.388131 -1.508184 1.486808 0.53 0.70 -0.78 0.120
H 4.252609 -0.067094 1.071068 0.35 -0.30 0.23 0.103
H 3.779329 -1.569874 -0.942722 -0.01 -0.66 0.90 0.111
```
Positions in Å, forces in eV/Å.

Multiplicity: 2
Kohn-Sham gap (spin up / spin down): 3.20 / 4.67 eV
E_LUMO (spin up / spin down): 6.51 / 6.46 eV
Net charge: -3
HOMO level (spin up / spin down): 3.31 / 1.79 eV



A molecular structure, C4H12Cl2N2P, computed with the ωB97M-V functional and the def2-TZVPD basis.

```
21
Properties=species:S:1:pos:R:3:forces:R:3:lowdin_charge:R:1
Cl -2.382306 0.841983 1.795978 -0.04 -0.12 -0.08 0.516
Cl -3.189512 -0.407190 -1.601982 2.30 0.65 2.30 -0.027
P -1.262695 0.174606 0.342851 0.61 -2.08 -2.08 0.503
N -0.134291 1.278357 -0.063119 -1.72 2.11 0.06 -0.406
N -0.382646 -1.242704 0.610076 -5.04 0.79 -1.97 -0.399
C -1.048951 -2.538677 0.325499 1.57 -1.89 1.29 -0.090
C 0.919615 -1.164783 1.048922 4.13 -0.72 1.33 -0.157
C 0.705692 1.084806 -1.203752 1.55 -1.98 -1.24 -0.125
C -0.241005 2.759346 0.203364 -1.50 0.17 -1.61 -0.054
H 0.431327 1.403736 -2.214172 -1.07 0.85 0.49 0.109
H -0.077065 3.269824 -0.843807 -0.23 -0.75 2.37 0.139
H 0.681413 -0.000320 -1.368690 1.19 0.07 0.06 0.080
H -0.580146 -3.205688 -0.445267 -0.37 1.46 -0.10 0.117
H -0.962067 -3.257793 1.187366 0.02 1.18 -0.10 0.110
H 1.075386 -1.954521 1.866025 -0.30 1.45 -0.60 0.127
H -1.293585 2.981723 0.532729 1.28 0.11 -0.14 0.070
H 0.506913 3.010198 0.954176 -0.10 0.27 -0.17 0.098
H 1.700426 1.568475 -1.042196 -0.60 -0.94 0.23 0.130
H 1.711288 -1.520360 0.278684 -1.27 1.05 0.82 0.129
H -2.087233 -2.385223 0.209031 -1.02 0.10 -0.67 0.024
H 1.072833 -0.092834 1.398861 0.62 -1.78 -0.20 0.107
```
Positions in Å, forces in eV/Å.

Kohn-Sham gap (spin up / spin down): 7.39 / 7.39 eV
E_LUMO (spin up / spin down): -6.69 / -6.69 eV
Net charge: +1
HOMO level (spin up / spin down): -14.09 / -14.08 eV



2 unconnected molecules or ions with the total composition C4H12Cl2NPSi, computed with the ωB97M-V functional and the def2-TZVPD basis.

```
21
Properties=species:S:1:pos:R:3:forces:R:3:lowdin_charge:R:1
Cl 1.922665 3.228141 0.316675 -0.05 0.35 -0.85 0.061
Cl 1.535408 2.706669 3.232953 -0.32 -0.13 0.70 0.074
P 2.133686 1.688285 1.596221 -0.24 -0.96 -0.22 0.093
Si -0.076915 -0.333289 -0.627699 -0.21 -0.56 0.49 0.414
N 0.226366 -0.214761 1.092057 1.03 0.41 -0.16 -0.216
C 1.664682 -0.528301 -1.461936 0.10 3.18 1.64 -0.172
C -1.004139 -1.967113 -0.632352 -2.29 0.85 0.64 -0.182
C -0.710608 -0.234244 2.170531 1.45 -1.02 0.71 -0.243
C -1.244930 0.917118 -1.439725 1.47 0.81 2.81 -0.163
H -0.655804 -2.565428 -1.420444 0.56 -1.15 -1.02 -0.007
H 1.693321 -1.293540 -2.151481 -0.11 -1.82 -1.54 -0.026
H -0.625929 0.732552 2.628255 -0.47 0.66 0.61 0.027
H 1.842577 0.423897 -2.037640 0.00 -0.79 0.40 0.032
H -0.738256 1.853582 -1.399816 0.85 1.13 0.21 -0.003
H -0.821979 -2.434905 0.329956 0.06 -0.42 -0.01 0.017
H -2.198813 1.218992 -1.040861 -0.56 -0.80 0.26 0.037
H -1.719796 -0.431803 1.868129 -0.77 -0.01 -0.10 0.060
H -2.157538 -1.901893 -0.766478 1.94 0.18 0.27 0.071
H -0.381786 -0.991087 2.968328 -0.52 0.90 -1.00 0.099
H 2.565004 -0.647212 -0.784693 -1.31 0.11 -0.42 0.042
H -1.247214 0.774338 -2.439981 -0.60 -0.93 -3.40 -0.017
```
Positions in Å, forces in eV/Å.

Kohn-Sham gap (spin up / spin down): 8.13 / 7.39 eV
E_LUMO (spin up / spin down): -0.96 / -0.61 eV
HOMO level (spin up / spin down): -9.09 / -8.00 eV



A gas-phase ion, C4H12ClN2 (charge +1), computed with the ωB97M-V functional and the def2-TZVPD basis.

```
19
Properties=species:S:1:pos:R:3:forces:R:3:lowdin_charge:R:1
Cl -4.198770 -0.090794 0.338616 0.34 0.25 0.08 0.637
N -2.833568 0.932229 0.031354 2.55 -1.82 -1.70 -0.378
N -1.631738 -1.363627 0.021158 -0.30 -0.31 0.19 0.154
C -0.198477 0.663127 -0.484055 0.29 -0.16 0.11 -0.169
C -1.498599 -0.076566 -0.666611 -3.04 2.72 1.33 -0.211
C 2.155702 0.750412 0.338862 -0.05 -0.13 0.09 -0.088
C 0.864278 -0.063310 0.349728 0.13 0.33 -0.16 -0.268
H -1.368700 -2.154014 -0.576622 -0.05 0.05 0.19 0.185
H 2.541908 0.837741 -0.674596 0.03 0.03 -0.05 0.086
H 0.218821 0.871146 -1.470382 -0.06 0.00 -0.01 0.132
H -2.663577 -1.434464 0.271125 0.58 -0.25 -0.06 0.055
H -2.471126 1.247572 0.931863 -0.13 -0.22 0.19 0.039
H -0.389645 1.638270 -0.030244 -0.12 0.02 -0.06 0.128
H 2.915869 0.271885 0.950274 0.06 0.02 0.03 0.084
H 0.541948 -0.176854 1.390283 -0.06 -0.09 0.02 0.113
H -1.863585 -0.137372 -1.684525 0.02 -0.27 0.01 0.144
H -1.060733 -1.377683 0.878758 -0.20 -0.11 -0.28 0.156
H 1.979126 1.751870 0.727774 0.04 0.05 0.02 0.086
H 1.074543 -1.050654 -0.070177 -0.05 -0.09 0.06 0.115
```
Positions in Å, forces in eV/Å.

Kohn-Sham gap: 10.79 eV
E_LUMO: -3.51 eV
Net charge: +1
HOMO level: -14.30 eV



Computed values of ΔE to the lowest compared entry with this formula, charge and spin (unit: kJ/mol) for the preceding records, in sequence: 178.2 50.8 0.0 191.8 284.3 121.3.
Computed values of F_max (unit: eV/A) for the preceding records, in sequence: 5.15 1.60 5.08 5.46 3.58 4.29.